168
Properties=species:S:1:pos:R:3:forces:R:3 method="wB97M-V/def2-TZVPD" homo_energy_ev=-7.9 de_lowest_ev=9.4592
H -19.57010 22.93463 13.87254 -0.201 -0.077 -0.187
C -10.33066 22.79656 14.37574 -2.504 6.022 1.068
H -20.14088 17.93801 15.69765 -0.719 -0.343 0.743
H -15.31130 21.89827 13.56986 -0.166 -0.186 0.237
H -9.27152 22.89376 14.13074 -0.390 0.569 -0.409
N -15.35863 21.00969 11.65793 -1.176 -0.348 0.366
H -11.60962 15.21617 11.26751 0.101 -0.249 0.086
H -16.21981 22.40925 18.46215 -0.080 -0.352 -0.089
H -17.65341 21.16601 8.64863 0.311 -0.053 0.112
H -18.97188 20.33028 10.79550 0.379 -1.307 -0.171
H -12.36530 21.90889 16.15641 -0.183 -0.069 -0.061
H -14.84931 15.81696 18.29838 -0.701 -0.096 -0.012
C -16.96192 19.16547 9.12859 -0.301 -0.448 -0.155
H -13.26463 20.69085 14.27849 -0.052 -0.452 0.132
O -18.89847 17.89832 17.21189 1.207 0.219 -0.358
O -12.98529 22.61278 6.44780 0.541 -0.164 0.783
H -10.98988 16.77183 11.06156 0.598 0.155 -0.091
H -19.05423 22.24441 10.02255 -0.613 0.708 -0.234
C -11.70017 14.39243 18.29711 -0.102 0.937 -0.244
H -18.06000 20.89961 16.66806 -0.144 0.226 0.125
H -10.83040 14.73385 17.72879 0.224 -0.235 0.008
H -11.90092 22.46261 12.16373 0.381 -0.272 0.289
O -20.59860 18.07245 12.62179 0.546 -0.112 0.551
H -8.49530 19.39954 16.71035 -0.133 -0.170 -0.079
H -18.21226 18.05622 13.05848 0.555 -0.019 0.420
H -17.89676 22.56086 13.49924 0.037 0.167 -0.174
C -19.23633 21.69999 12.03115 -0.446 0.229 1.510
H -14.73941 21.30231 7.66803 0.013 0.154 0.206
H -19.65204 24.50732 9.28962 -0.254 -0.051 0.044
C -13.34194 22.81090 7.61461 -1.948 0.596 -1.316
C -10.28507 15.68719 12.90812 -2.210 -0.462 -1.404
C -16.58349 23.17033 16.57964 -0.572 0.633 2.020
H -15.26208 25.20631 13.59839 -0.398 0.574 0.343
H -15.40150 18.80251 13.27012 -0.513 0.010 -0.021
N -18.73727 18.17521 13.90565 -0.054 -0.060 0.130
H -16.27447 18.04702 17.45181 -0.444 0.288 0.571
N -8.69888 20.15353 16.08508 0.021 0.893 0.410
H -11.58425 14.73408 19.32818 0.030 -0.062 0.121
H -10.72930 26.46111 16.70768 0.098 -0.288 0.073
C -15.87663 25.24435 12.69081 0.799 -0.803 0.485
H -11.73190 18.10091 12.42262 0.737 2.114 -0.962
H -17.16697 18.14034 8.80036 0.106 0.006 -0.276
H -14.89767 24.21213 15.77828 0.119 0.130 0.065
H -10.85714 23.64590 11.70508 0.015 -0.235 -0.090
H -13.49745 24.24117 9.17159 -0.046 -0.229 -0.044
H -19.07372 19.64558 12.27875 -0.364 0.387 -0.181
O -12.06697 17.10413 13.54040 -0.653 -4.237 3.000
O -16.04746 20.39407 6.68116 -0.411 -1.211 -0.687
C -17.51804 24.34145 16.28824 -1.043 -0.398 -0.982
C -18.91954 22.16767 13.45910 0.796 -0.361 -0.041
H -12.18544 23.77004 14.27282 -0.016 0.451 -0.033
H -11.45278 15.46757 14.73488 -0.208 0.264 0.152
C -13.37426 17.33704 13.01613 -0.632 -2.003 0.832
H -18.03209 20.86532 6.27570 0.019 0.165 -0.030
H -12.87948 21.46573 12.81011 -0.910 0.383 -0.018
O -9.71020 21.00610 14.24351 6.015 -10.215 0.216
C -19.35749 24.90168 10.26588 1.092 -0.056 -0.137
H -14.99245 20.13909 11.27295 0.373 0.222 -0.149
H -17.25396 24.89629 15.38675 0.301 0.327 0.317
C -15.11014 23.57473 16.64902 -0.172 -0.222 -1.307
H -15.99627 19.20180 4.94955 0.217 -0.127 0.102
H -11.48662 19.13337 13.78960 -3.373 1.607 -1.245
H -20.32289 21.59474 11.91962 -0.095 0.214 0.176
H -16.78501 22.37904 15.85673 0.570 0.049 -0.286
H -10.57505 18.66928 13.97912 1.936 -1.014 0.758
C -10.68274 15.78527 11.41192 -0.877 -0.136 0.033
H -16.23908 24.21373 12.64119 0.009 -0.102 -0.561
C -18.13047 18.87441 17.13380 -1.195 0.722 -0.182
C -14.04648 16.88532 16.83642 -0.248 -0.490 1.116
N -15.03598 16.76728 17.97392 1.007 -0.460 -0.667
H -14.57087 20.29981 5.25668 -0.042 0.002 -0.102
H -15.35307 19.73387 14.79616 -0.364 -0.110 -0.446
H -13.65273 18.31354 13.41105 -0.662 -2.014 0.314
O -14.88968 27.91374 12.22247 -0.432 0.219 0.094
N -9.54427 14.44521 13.10162 0.636 0.552 0.985
H -19.51130 18.95556 8.18998 0.207 -0.089 0.024
H -9.93185 13.66710 12.58379 -0.400 0.173 -0.018
H -16.37808 19.79221 17.64024 0.029 0.153 -0.199
N -17.04777 22.66235 17.92535 0.708 0.043 -0.446
N -14.32336 22.06064 8.18919 0.553 -0.321 0.511
C -10.64961 25.22088 13.67060 -0.877 0.368 -0.534
C -17.79278 20.13904 8.29414 -0.145 0.221 0.255
O -12.86064 14.97023 17.71350 -0.619 -0.037 0.434
H -10.40520 22.90120 15.46418 0.179 0.217 0.150
H -14.84697 24.13813 17.54993 -0.320 0.028 0.144
H -21.75124 17.84302 15.02634 -0.114 0.015 -0.525
N -19.20707 19.86771 8.50881 -0.469 0.069 0.192
C -12.73101 16.35329 17.39720 0.915 -0.622 -1.352
H -11.11509 19.72581 12.17095 -0.252 0.678 0.012
O -10.17964 25.66555 14.91687 -0.050 0.102 0.369
H -9.82168 16.62688 13.19992 1.065 -0.461 0.172
C -12.93078 22.69580 16.65867 0.442 -0.101 -0.541
H -17.37032 23.49569 18.40367 -0.289 -0.167 0.233
H -13.22999 17.46931 11.94008 -0.809 -0.396 -0.066
H -8.11815 20.97057 16.15073 -0.103 0.073 0.033
H -13.53712 27.19798 10.87476 -0.116 -0.455 -0.318
N -18.62463 20.38853 11.75342 0.106 1.403 -1.005
N -11.59706 23.39634 12.34989 0.318 1.821 -0.707
C -13.96430 18.30613 16.36371 0.546 1.930 0.580
H -9.76618 17.99254 15.32561 0.213 0.102 0.396
H -9.82827 25.37929 12.96652 0.289 -0.827 0.065
H -15.89044 19.33576 9.04348 -0.025 0.108 -0.013
H -16.36885 20.80902 11.59429 0.089 0.469 -0.221
C -13.54551 20.70545 13.21492 0.369 0.814 0.434
H -13.96828 18.99942 17.21867 0.149 -0.264 0.329
N -20.76572 17.93747 14.90059 1.457 0.259 0.610
O -19.42476 23.93470 11.28554 -0.951 0.326 -0.070
N -13.04062 23.93964 8.31111 1.083 0.367 -0.233
H -14.36492 16.22950 16.02372 -0.089 -0.098 0.108
H -16.19415 29.37430 11.62855 -0.311 -0.268 0.375
H -11.97044 25.40268 15.96795 0.068 0.037 0.049
H -14.78338 23.62939 11.08863 0.209 -0.126 -0.093
H -13.32128 24.21418 11.49390 0.133 0.120 0.353
H -14.61800 17.30675 18.73373 -0.211 0.276 -0.050
C -11.63669 15.76499 13.69825 0.960 -0.691 -0.549
H -18.40930 18.16999 14.85446 0.830 -0.199 -0.269
H -14.77617 18.74938 15.78685 0.084 -1.264 0.138
H -15.57065 25.86646 10.68898 -0.310 -0.118 0.041
O -13.16879 19.50996 12.54859 0.052 3.637 -0.685
N -18.62090 20.06920 16.68918 -0.502 -0.415 -0.073
H -17.78386 24.95799 17.14820 0.863 0.403 -0.006
H -8.60892 14.55881 12.72845 0.052 0.015 0.141
H -12.52860 22.74503 17.67470 -0.458 0.143 0.259
H -19.59941 20.07004 16.45157 0.089 0.380 0.156
H -11.66377 27.04792 15.37021 -0.122 -0.068 -0.236
C -15.64773 20.17015 5.31387 -0.757 1.040 0.724
H -14.62619 22.28389 9.12128 -0.121 -0.262 0.041
H -17.72027 19.14421 6.41354 0.293 -0.158 -0.118
C -11.19224 26.14536 15.77439 0.088 0.363 -0.127
H -12.57963 24.63086 7.74307 0.104 -0.029 0.183
H -9.96223 15.28780 10.76532 0.281 0.527 -0.093
H -16.52935 27.74959 10.90053 -0.233 -0.039 0.144
H -16.18968 20.96146 4.78387 0.455 -0.156 -0.660
C -11.83626 19.13809 12.75060 1.290 1.993 -2.392
C -18.81731 22.72524 10.98718 0.856 -1.377 -0.147
H -12.69521 23.62664 16.13430 -0.014 -0.111 0.213
H -11.76822 13.30998 18.26990 -0.178 -0.002 -0.095
H -17.27796 19.16437 10.17189 0.150 0.365 -0.064
C -15.77195 28.44996 11.24133 0.989 0.453 -0.089
H -14.10297 16.55960 13.23966 0.268 -0.401 0.105
H -18.30992 25.21482 10.17634 0.074 0.161 -0.200
H -16.78121 25.84497 12.74467 0.303 0.450 0.305
H -18.51924 23.96606 16.04154 0.161 -0.412 -0.078
C -14.93808 25.58246 11.53989 -0.712 0.285 -2.085
O -14.30800 22.41103 16.54271 -0.062 -0.252 0.514
H -17.72071 22.80176 10.92179 0.151 0.237 0.399
H -11.39492 25.90940 13.24784 -0.279 0.122 0.349
H -10.62107 21.76156 14.18511 -3.646 3.402 -0.633
H -18.86814 21.29911 14.12228 -0.432 -0.009 0.063
N -14.17763 24.44357 10.99338 -0.354 0.190 0.427
H -12.37486 15.08933 13.26064 0.067 -0.194 0.106
C -20.06636 18.04451 13.74086 -2.551 -0.041 -1.340
C -15.72846 19.71320 13.76479 -0.112 1.614 1.129
H -15.19745 28.79371 10.37345 0.090 -0.294 -0.209
H -19.93419 25.78757 10.51963 -0.244 -0.232 0.186
N -16.80846 18.92347 17.38578 0.388 -1.163 0.167
N -10.01648 18.80938 14.80627 0.134 -0.280 0.458
C -15.08407 20.93230 13.11441 2.135 -0.817 -1.705
H -13.04533 18.61357 15.85616 0.128 -0.637 -0.235
C -17.43591 20.12338 6.81882 0.410 0.016 0.470
H -11.95719 16.36257 16.61844 0.129 0.569 -0.027
H -16.80414 19.86634 13.85035 -0.042 -0.415 -0.386
H -19.80610 20.55304 8.06495 0.075 0.032 -0.051
H -13.35736 26.59248 12.51761 -0.024 0.432 0.154
C -9.54504 20.06816 15.01664 2.086 -1.832 -0.081
H -12.38167 16.96087 18.23768 -0.096 -0.029 0.243
C -14.09510 26.84787 11.74820 0.089 -0.666 0.777
C -11.24202 23.79667 13.71634 0.415 -0.101 -0.259